Record 1
86
Properties=species:S:1:pos:R:3:lowdin_charge:R:1 method="wB97M-V/def2-TZVPD" lumo_ev="-7.427 / -6.519" charge=+2 s2=6.055 largest_force_ha_per_bohr=0.1076 orbital_gap_ha="0.20839 / 0.24176" e_tot_ha=-6018.76865 multiplicity=5 e_above_lowest_kcal_mol=24.5 homo_energy_ev="-13.098 / -13.098"
N 6.111 1.068 0.195 0.0654
C 5.341 1.605 1.153 -0.1306
C 4.316 0.868 1.772 -0.0277
C 4.059 -0.449 1.323 -0.2232
C 4.906 -0.983 0.316 -0.0198
C 5.905 -0.180 -0.237 -0.1285
C 2.889 -1.167 1.760 -0.0346
Cr -0.752 -0.043 -0.262 0.3839
P -2.926 -0.554 -0.084 0.8500
C 2.471 -2.336 1.189 -0.0468
C 1.168 -2.894 1.464 -0.2146
C 0.626 -3.872 0.578 -0.0356
C -0.657 -4.357 0.754 -0.1244
C -1.438 -3.758 1.741 -0.6249
C -0.934 -2.903 2.723 -0.1156
C 0.353 -2.394 2.525 -0.0183
Br -3.289 -4.339 1.831 0.8608
H 2.270 -0.668 2.512 0.1077
H 3.098 -2.842 0.430 0.1187
H 3.700 1.318 2.556 0.1129
H 4.766 -1.991 -0.073 0.1041
H 5.527 2.654 1.440 0.1190
H 6.537 -0.575 -1.042 0.1198
H 1.225 -4.268 -0.246 0.1219
H 0.719 -1.612 3.203 0.1167
H -1.050 -5.187 0.170 0.1206
H -1.544 -2.660 3.597 0.1235
P 0.281 -0.151 -2.295 0.8559
C -3.279 -0.505 1.689 -0.3625
C -4.617 -1.101 2.114 -0.1422
H -3.186 0.546 2.016 0.0847
H -2.450 -1.025 2.193 0.0515
H -4.758 -0.944 3.191 0.0928
H -5.476 -0.660 1.598 0.0628
H -4.640 -2.186 1.958 -0.0166
C -3.148 -2.164 -0.847 -0.3790
C -4.602 -2.531 -1.121 -0.1224
H -2.701 -2.911 -0.169 0.0087
H -2.536 -2.220 -1.760 0.0579
H -4.649 -3.593 -1.397 0.0926
H -5.232 -2.396 -0.231 0.0683
H -5.016 -1.945 -1.952 0.0820
C -3.795 0.798 -0.885 -0.3701
C -5.296 0.793 -0.659 -0.1142
H -3.568 0.735 -1.959 0.0754
H -3.329 1.724 -0.506 0.0804
H -5.760 1.575 -1.268 0.0919
H -5.748 -0.158 -0.963 0.0659
H -5.576 0.992 0.379 0.0755
C -0.050 1.449 -3.102 -0.3703
C -1.501 1.574 -3.559 -0.1235
H 0.656 1.553 -3.938 0.1025
H 0.158 2.232 -2.352 0.0628
H -1.589 2.302 -4.367 0.0943
H -1.947 0.643 -3.924 0.0706
H -2.153 1.961 -2.770 0.0523
C -0.450 -1.521 -3.258 -0.3699
C 0.206 -2.884 -2.977 -0.1163
H -0.336 -1.240 -4.320 0.1131
H -1.527 -1.565 -3.014 0.0500
H -0.240 -3.643 -3.633 0.0961
H 1.287 -2.872 -3.176 0.0747
H 0.051 -3.235 -1.944 0.0483
C 2.078 -0.444 -2.342 -0.3642
C 2.940 0.815 -2.269 -0.1195
H 2.297 -0.998 -3.269 0.0963
H 2.281 -1.104 -1.479 0.0706
H 3.935 0.603 -2.677 0.0930
H 2.521 1.663 -2.826 0.0678
H 3.096 1.125 -1.231 0.0507
C -1.223 4.612 -0.007 -0.0457
O -0.625 3.352 -0.399 -0.3451
P -0.447 2.038 0.570 0.7568
O 1.016 2.358 1.277 -0.3088
C 1.983 3.178 0.566 -0.0677
O -1.511 2.291 1.796 -0.3463
C -1.224 2.973 3.021 -0.0749
H -2.152 4.680 -0.585 0.1020
H -0.543 5.429 -0.270 0.1048
H -1.452 4.687 1.072 0.0770
H 2.196 2.785 -0.451 0.0769
H 1.673 4.237 0.513 0.0995
H 2.910 3.153 1.149 0.0787
H -0.363 2.510 3.515 0.0973
H -1.031 4.042 2.855 0.0869
H -2.121 2.899 3.653 0.1093

---

Record 2
24
Properties=species:S:1:pos:R:3:lowdin_charge:R:1 method="wB97M-V/def2-TZVPD" lumo_ev=0.739 largest_force_ha_per_bohr=0.0676 orbital_gap_ha=0.31800 e_tot_ha=-531.04051 e_above_lowest_kcal_mol=27.8 homo_energy_ev=-7.914
C -1.087 -2.455 -1.982 -0.0444
C -0.840 -0.998 -2.216 -0.3393
C -1.302 -0.105 -3.133 -0.1006
N -0.958 1.150 -2.727 0.0448
C -0.229 0.991 -1.572 -0.1848
N -0.138 -0.282 -1.249 0.0819
H -0.283 -2.945 -2.549 0.0773
H -2.081 -2.714 -2.340 0.0726
H -0.981 -2.833 -0.970 0.0705
H -1.684 -0.351 -4.113 0.1169
H -1.050 1.868 -3.438 0.1509
H 0.461 1.723 -1.195 0.1135
C -0.957 0.138 2.537 -0.0703
C 0.461 0.458 2.641 -0.3480
C 1.309 0.136 1.576 -0.0997
N 2.480 0.778 1.776 0.0378
C 2.350 1.513 2.927 -0.2084
N 1.166 1.318 3.444 0.0739
H -1.472 0.842 1.872 0.0758
H -1.568 0.124 3.447 0.0731
H -1.114 -0.868 2.143 0.0744
H 1.221 -0.479 0.696 0.0864
H 3.267 0.719 1.156 0.1410
H 3.029 2.272 3.269 0.1046

---

Record 3
11
Properties=species:S:1:pos:R:3:lowdin_charge:R:1 method="wB97M-V/def2-TZVPD" lumo_ev="-0.579 / -0.510" largest_force_ha_per_bohr=0.1657 orbital_gap_ha="0.28892 / 0.28902" e_tot_ha=-8180.03605 e_above_lowest_kcal_mol=49.8 homo_energy_ev="-8.441 / -8.374"
C -1.279 0.608 0.066 -0.1901
C -0.011 -0.105 -0.107 -0.5953
C 0.066 -1.783 0.028 -0.6634
Br 1.467 -2.886 -0.381 0.6666
P 1.630 0.617 -0.625 0.1142
Br 2.650 0.227 1.270 0.2123
Br 1.407 2.829 -0.437 0.1856
H -1.142 1.343 0.813 0.0508
H -2.285 0.076 0.095 0.1110
H -1.479 1.216 -0.789 0.0566
H -1.024 -2.142 0.068 0.0515

---

Record 4
12
Properties=species:S:1:pos:R:3:lowdin_charge:R:1 method="wB97M-V/def2-TZVPD" lumo_ev=0.727 largest_force_ha_per_bohr=0.0066 orbital_gap_ha=0.35332 e_tot_ha=-306.36393 e_above_lowest_kcal_mol=89.3 homo_energy_ev=-8.888
O -0.259 2.193 -0.043 0.0234
C 0.794 1.569 0.397 -0.0348
C -0.832 -0.873 0.776 -0.0296
C 0.266 -0.845 -0.256 -0.2884
O 0.065 -0.020 -1.407 -0.0449
C 1.074 0.367 -0.456 -0.2760
H -0.619 1.744 -0.848 0.1171
H -1.038 0.142 1.135 0.0721
H -0.525 -1.474 1.637 0.0896
H -1.756 -1.282 0.366 0.0869
H 0.729 -1.804 -0.498 0.1450
H 2.102 0.283 -0.803 0.1396